Entry 1:
A molecular structure, C28H42CrN3O3SSb. Source: OMol25; level of theory: the ωB97M-V functional and the def2-TZVPD basis.

Element x y z (Å)
Cr (0.13, 0.74, -0.24)
C (-0.73, 0.86, 2.91)
N (0.30, 0.78, 1.87)
C (1.51, 1.04, 2.20)
C (2.55, 0.89, 1.23)
C (3.93, 1.02, 1.30)
C (4.42, 0.67, 0.05)
C (3.31, 0.35, -0.73)
N (2.17, 0.47, -0.03)
C (-0.86, 2.24, 3.52)
C (-1.26, 2.38, 4.85)
C (-1.40, 3.64, 5.42)
C (-1.13, 4.77, 4.66)
C (-0.73, 4.64, 3.34)
C (-0.59, 3.38, 2.77)
H (-0.54, 0.12, 3.70)
H (-1.68, 0.57, 2.45)
H (1.77, 1.34, 3.22)
H (4.50, 1.34, 2.17)
H (5.45, 0.65, -0.27)
H (3.31, 0.01, -1.76)
H (-1.47, 1.49, 5.44)
H (-1.70, 3.73, 6.45)
H (-1.23, 5.75, 5.11)
H (-0.51, 5.52, 2.75)
H (-0.23, 3.30, 1.75)
C (-0.96, 2.73, -3.51)
C (0.41, 2.43, -2.93)
C (1.52, 2.64, -3.94)
O (0.40, 1.02, -2.53)
C (0.62, 3.35, -1.69)
O (0.91, 4.51, -1.91)
O (0.39, 2.80, -0.56)
H (-1.14, 2.12, -4.40)
H (-1.00, 3.78, -3.78)
H (-1.74, 2.53, -2.77)
H (1.31, 2.09, -4.86)
H (2.48, 2.32, -3.54)
H (1.60, 3.70, -4.16)
H (1.30, 0.69, -2.64)
S (-4.31, 0.71, -1.33)
C (-4.10, 1.79, -0.03)
C (-2.79, 1.85, 0.31)
N (-1.97, 1.04, -0.45)
C (-2.66, 0.38, -1.34)
H (-4.93, 2.30, 0.42)
H (-2.37, 2.47, 1.08)
H (-2.20, -0.19, -2.14)
C (-2.79, -3.49, -0.79)
C (-1.58, -3.52, 0.14)
C (-2.00, -3.20, 1.58)
Sb (-0.06, -2.11, -0.48)
C (0.29, -2.97, -2.45)
C (-0.63, -2.31, -3.48)
C (1.74, -2.83, -2.87)
C (1.64, -3.04, 0.48)
C (1.62, -4.56, 0.36)
C (1.79, -2.60, 1.94)
H (-3.57, -4.17, -0.43)
H (-2.53, -3.81, -1.80)
H (-3.23, -2.50, -0.85)
H (-1.12, -4.50, 0.10)
H (-2.43, -2.20, 1.65)
H (-1.17, -3.27, 2.28)
H (-2.77, -3.91, 1.92)
H (0.03, -4.03, -2.36)
H (-0.42, -1.23, -3.56)
H (-1.69, -2.43, -3.25)
H (-0.46, -2.74, -4.47)
H (2.05, -1.78, -2.90)
H (1.89, -3.24, -3.87)
H (2.43, -3.35, -2.20)
H (2.48, -2.63, -0.08)
H (0.86, -5.00, 1.01)
H (2.59, -4.97, 0.68)
H (1.44, -4.91, -0.65)
H (0.97, -2.97, 2.56)
H (1.84, -1.52, 2.03)
H (2.72, -3.02, 2.35)

Summary:
- HOMO level (alpha / beta): -0.23676 / -0.28058 hartree
- ΔE to the lowest compared entry with this formula, charge and spin: 0.699 eV
- Total charge: 0
- Multiplicity: 5
- Energy: -3165.07613 Ha
- Kohn-Sham gap (alpha / beta): 6.69 / 7.84 eV

Entry 2:
A molecular structure, C28H42FeNO4S5SeSi2. Source: OMol25; level of theory: the ωB97M-V functional and the def2-TZVPD basis.

Element x y z (Å)
Fe (1.04, 0.30, -1.06)
S (8.28, -0.76, -2.44)
C (6.67, -0.51, -2.06)
S (5.70, 0.78, -2.74)
C (4.21, 0.42, -1.92)
C (4.24, -0.69, -1.05)
S (2.91, -1.26, -0.14)
S (5.77, -1.53, -0.95)
S (2.83, 1.39, -2.25)
C (-0.08, -3.11, -0.26)
Si (0.19, -2.00, -1.80)
C (-1.54, -2.01, -2.64)
C (1.31, -2.99, -3.00)
C (2.48, -2.46, -3.51)
C (3.30, -3.20, -4.34)
C (2.96, -4.49, -4.69)
C (1.78, -5.03, -4.20)
C (0.98, -4.28, -3.37)
H (-0.51, -4.07, -0.55)
H (-0.76, -2.63, 0.43)
H (0.85, -3.30, 0.27)
H (-1.82, -3.02, -2.92)
H (-1.55, -1.40, -3.54)
H (-2.29, -1.62, -1.97)
H (2.76, -1.45, -3.25)
H (4.22, -2.76, -4.71)
H (3.60, -5.07, -5.33)
H (1.50, -6.04, -4.47)
H (0.07, -4.73, -2.99)
Se (-0.68, 1.78, -2.19)
C (-2.10, 1.70, -3.50)
C (-2.06, 2.50, -4.66)
C (-3.11, 2.47, -5.55)
N (-4.19, 1.71, -5.41)
C (-4.23, 0.95, -4.33)
C (-3.25, 0.89, -3.37)
H (-1.21, 3.14, -4.84)
H (-3.07, 3.09, -6.43)
H (-5.12, 0.32, -4.22)
H (-3.36, 0.23, -2.53)
C (2.12, 3.16, 1.69)
C (1.10, 3.22, 2.83)
C (1.80, 3.59, 4.14)
C (0.01, 4.24, 2.50)
O (0.52, 1.94, 3.06)
Si (-0.34, 0.97, 2.05)
O (0.50, 0.59, 0.74)
O (-0.78, -0.31, 2.98)
C (0.02, -1.11, 3.81)
C (0.05, -0.47, 5.21)
C (1.43, -1.24, 3.26)
C (-0.66, -2.48, 3.87)
O (-1.74, 1.75, 1.71)
C (-3.05, 1.25, 1.49)
C (-2.99, -0.04, 0.68)
C (-3.73, 1.00, 2.84)
C (-3.78, 2.34, 0.70)
H (2.55, 4.14, 1.51)
H (1.66, 2.81, 0.77)
H (2.91, 2.46, 1.93)
H (2.26, 4.57, 4.07)
H (2.58, 2.86, 4.36)
H (1.09, 3.59, 4.96)
H (0.45, 5.23, 2.37)
H (-0.72, 4.29, 3.31)
H (-0.51, 3.97, 1.60)
H (0.39, 0.56, 5.13)
H (0.72, -1.02, 5.87)
H (-0.95, -0.47, 5.64)
H (1.96, -0.30, 3.30)
H (1.40, -1.56, 2.22)
H (1.99, -1.98, 3.83)
H (-1.70, -2.37, 4.16)
H (-0.16, -3.13, 4.59)
H (-0.63, -2.96, 2.89)
H (-2.50, -0.82, 1.24)
H (-2.42, 0.14, -0.23)
H (-4.00, -0.37, 0.42)
H (-3.16, 0.27, 3.41)
H (-4.74, 0.63, 2.69)
H (-3.77, 1.93, 3.41)
H (-3.27, 2.51, -0.24)
H (-3.79, 3.27, 1.27)
H (-4.81, 2.05, 0.49)

Summary:
- HOMO level (alpha / beta): -0.04605 / -0.06233 hartree
- ΔE to the lowest compared entry with this formula, charge and spin: 0.000 eV
- Total charge: -2
- Multiplicity: 6
- Energy: -7683.29152 Ha
- Kohn-Sham gap (alpha / beta): 5.47 / 5.90 eV

Entry 3:
A molecular structure, C28H42MnN4OS2Si2. Source: OMol25; level of theory: the ωB97M-V functional and the def2-TZVPD basis.

Element x y z (Å)
Mn (0.58, -0.19, -0.37)
C (0.69, -0.50, 4.03)
C (0.72, 0.08, 2.64)
N (0.35, -0.69, 1.59)
N (-0.11, -1.93, 1.96)
C (-0.29, -2.76, 0.98)
S (-0.07, -2.43, -0.68)
S (-0.76, -4.42, 1.47)
C (0.52, -4.71, 2.75)
C (1.89, -4.86, 2.16)
C (2.39, -6.12, 1.85)
C (3.64, -6.27, 1.25)
C (4.39, -5.15, 0.94)
C (3.89, -3.88, 1.23)
C (2.66, -3.74, 1.85)
C (1.14, 1.45, 2.50)
C (1.24, 2.26, 3.66)
C (1.66, 3.58, 3.64)
C (2.03, 4.15, 2.43)
C (1.94, 3.41, 1.27)
C (1.47, 2.08, 1.25)
O (1.37, 1.48, 0.10)
H (0.71, -1.59, 3.98)
H (-0.23, -0.23, 4.57)
H (1.54, -0.15, 4.61)
H (0.22, -5.62, 3.27)
H (0.47, -3.87, 3.44)
H (1.80, -7.00, 2.08)
H (4.01, -7.26, 1.02)
H (5.35, -5.25, 0.45)
H (4.46, -3.00, 0.97)
H (2.27, -2.75, 2.05)
H (0.94, 1.84, 4.61)
H (1.70, 4.15, 4.56)
H (2.39, 5.18, 2.39)
H (2.22, 3.83, 0.31)
C (-0.93, 3.94, -0.47)
C (-1.63, 3.31, 0.68)
N (-1.60, 2.05, 1.00)
C (-2.40, 1.91, 2.11)
C (-2.91, 3.12, 2.47)
N (-2.42, 4.02, 1.54)
H (-0.06, 3.32, -0.71)
H (-0.58, 4.94, -0.22)
H (-1.57, 3.99, -1.35)
H (-2.53, 0.96, 2.58)
H (-3.54, 3.43, 3.28)
H (-2.59, 5.00, 1.52)
C (-3.79, 1.52, -1.88)
Si (-2.60, 0.03, -1.75)
C (-3.04, -0.75, -0.08)
C (-3.32, -1.20, -3.01)
C (-0.86, 0.50, -2.05)
Si (-0.29, 0.87, -3.73)
C (-1.09, 2.45, -4.47)
C (-0.65, -0.46, -5.04)
C (1.55, 1.24, -3.91)
H (-4.83, 1.21, -1.77)
H (-3.69, 2.02, -2.85)
H (-3.57, 2.25, -1.10)
H (-4.07, -0.52, 0.19)
H (-2.38, -0.39, 0.71)
H (-2.92, -1.83, -0.12)
H (-4.30, -1.54, -2.65)
H (-2.68, -2.08, -3.10)
H (-3.45, -0.77, -4.00)
H (-0.73, 1.45, -1.51)
H (-2.18, 2.40, -4.41)
H (-0.81, 2.60, -5.52)
H (-0.77, 3.34, -3.92)
H (-1.68, -0.42, -5.39)
H (-0.46, -1.46, -4.65)
H (0.00, -0.30, -5.91)
H (1.91, 1.81, -3.06)
H (1.76, 1.81, -4.83)
H (2.13, 0.32, -3.94)
C (2.34, -0.72, -1.27)
H (2.96, 0.16, -1.47)
H (2.21, -1.30, -2.19)
H (2.88, -1.36, -0.55)

Summary:
- HOMO level (alpha / beta): 0.00766 / -0.01517 hartree
- ΔE to the lowest compared entry with this formula, charge and spin: 0.015 eV
- Total charge: -2
- Multiplicity: 2
- Energy: -3912.78383 Ha
- Kohn-Sham gap (alpha / beta): 4.29 / 4.91 eV

Entry 4:
A molecular structure, C28H42N4OPtSbSi2. Source: OMol25; level of theory: the ωB97M-V functional and the def2-TZVPD basis.

Element x y z (Å)
Pt (-0.21, 0.35, -0.34)
O (2.19, -0.70, -0.60)
C (3.35, 0.02, -0.49)
C (4.59, -0.63, -0.62)
C (5.78, -0.01, -0.30)
C (5.78, 1.30, 0.17)
C (4.59, 1.98, 0.17)
C (3.38, 1.40, -0.23)
C (2.30, 2.35, -0.60)
N (1.11, 2.08, -1.11)
C (0.60, 3.29, -1.55)
C (1.48, 4.29, -1.30)
N (2.54, 3.68, -0.68)
H (4.62, -1.65, -0.95)
H (6.71, -0.56, -0.41)
H (6.69, 1.78, 0.48)
H (4.59, 3.01, 0.51)
H (-0.33, 3.33, -2.08)
H (1.45, 5.34, -1.50)
H (3.44, 4.11, -0.53)
C (-2.70, -1.52, 1.33)
Si (-1.62, -1.46, -0.23)
C (-2.76, -1.57, -1.72)
C (-0.70, -3.11, -0.16)
C (-1.60, -4.18, -0.02)
C (-1.18, -5.49, 0.13)
C (0.18, -5.77, 0.15)
C (1.08, -4.72, 0.01)
C (0.67, -3.38, -0.16)
Si (2.25, -2.43, -0.52)
C (2.82, -2.99, -2.19)
C (3.36, -2.86, 0.94)
H (-3.76, -1.40, 1.10)
H (-2.40, -0.74, 2.03)
H (-2.60, -2.48, 1.85)
H (-3.37, -2.47, -1.66)
H (-2.20, -1.61, -2.66)
H (-3.43, -0.72, -1.77)
H (-2.66, -3.99, -0.02)
H (-1.90, -6.29, 0.23)
H (0.54, -6.78, 0.27)
H (2.13, -4.98, 0.02)
H (3.16, -4.03, -2.16)
H (3.63, -2.38, -2.61)
H (1.98, -2.94, -2.88)
H (4.15, -3.55, 0.66)
H (2.76, -3.34, 1.71)
H (3.83, -1.99, 1.38)
C (-2.99, 1.62, -3.47)
C (-2.87, 2.60, -2.31)
Sb (-2.28, 1.69, -0.45)
C (-1.91, 3.40, 0.76)
C (-2.81, 4.58, 0.42)
C (-4.29, 1.28, 0.16)
C (-4.59, 1.47, 1.65)
H (-3.29, 2.13, -4.38)
H (-3.73, 0.85, -3.28)
H (-2.04, 1.12, -3.66)
H (-3.83, 3.08, -2.10)
H (-2.18, 3.40, -2.55)
H (-0.85, 3.65, 0.64)
H (-2.05, 3.07, 1.80)
H (-2.65, 4.94, -0.59)
H (-2.63, 5.41, 1.10)
H (-3.87, 4.32, 0.51)
H (-4.55, 0.28, -0.19)
H (-4.87, 1.99, -0.42)
H (-4.02, 0.80, 2.28)
H (-5.65, 1.28, 1.84)
H (-4.39, 2.49, 1.97)
N (0.95, -0.85, 3.86)
C (1.15, 0.50, 3.99)
C (0.93, 1.02, 2.75)
N (0.59, 0.01, 1.87)
C (0.61, -1.10, 2.57)
H (1.04, -1.54, 4.58)
H (1.43, 0.95, 4.92)
H (0.99, 2.05, 2.43)
H (0.38, -2.09, 2.20)

Summary:
- HOMO level: -0.37683 hartree
- ΔE to the lowest compared entry with this formula, charge and spin: 0.061 eV
- Total charge: +1
- Energy: -2324.85721 Ha
- Kohn-Sham gap: 7.94 eV

Entry 5:
A molecular structure, C28H42N9O3P2Tl. Source: OMol25; level of theory: the ωB97M-V functional and the def2-TZVPD basis.

Element x y z (Å)
Tl (-0.48, -0.26, -0.34)
C (1.59, -7.70, 1.03)
C (0.77, -6.40, 0.84)
C (-0.50, -6.38, 0.24)
C (-1.20, -5.17, 0.25)
C (-0.75, -4.05, 0.98)
N (-1.60, -2.98, 1.00)
C (-2.37, -2.65, 2.05)
C (-2.29, -3.30, 3.30)
C (-3.13, -2.99, 4.36)
C (-4.06, -1.94, 4.29)
C (-4.80, -1.48, 5.55)
C (-4.34, -1.46, 2.97)
C (-3.43, -1.68, 1.86)
N (-3.76, -1.03, 0.71)
C (-4.63, 0.07, 0.55)
C (-4.52, 0.51, -0.74)
C (-3.61, -0.36, -1.37)
N (-3.12, -1.28, -0.53)
C (0.57, -4.08, 1.52)
C (1.30, -5.29, 1.50)
N (1.08, -3.03, 2.30)
C (2.13, -3.05, 3.18)
C (2.28, -1.78, 3.73)
C (1.31, -0.97, 3.05)
N (0.59, -1.71, 2.23)
H (2.16, -7.53, 1.95)
H (2.34, -7.82, 0.23)
H (0.92, -8.60, 1.12)
H (-0.85, -7.31, -0.23)
H (-2.15, -5.06, -0.22)
H (-1.59, -4.11, 3.41)
H (-3.07, -3.43, 5.37)
H (-4.24, -1.80, 6.42)
H (-5.80, -1.90, 5.60)
H (-4.89, -0.39, 5.56)
H (-5.24, -0.85, 2.85)
H (-5.44, 0.36, 1.25)
H (-4.90, 1.44, -1.13)
H (-3.32, -0.25, -2.45)
H (2.21, -5.35, 2.08)
H (2.76, -3.92, 3.26)
H (2.93, -1.38, 4.50)
H (1.03, 0.07, 3.26)
C (1.78, 5.89, -1.02)
N (1.74, 4.61, -0.29)
C (2.70, 4.28, 0.75)
P (0.65, 3.39, -0.75)
O (0.75, 2.23, 0.18)
O (0.97, 3.00, -2.38)
P (1.72, 1.69, -3.04)
O (1.01, 0.41, -2.74)
N (3.28, 1.58, -2.50)
C (4.31, 2.45, -3.00)
C (3.79, 0.50, -1.63)
N (1.77, 2.15, -4.62)
C (1.17, 3.30, -5.28)
C (2.38, 1.21, -5.57)
N (-0.85, 4.09, -0.88)
C (-1.74, 3.88, -2.00)
C (-1.42, 4.61, 0.39)
H (2.58, 6.51, -0.56)
H (0.80, 6.36, -1.00)
H (2.05, 5.72, -2.10)
H (2.97, 5.18, 1.31)
H (3.64, 3.92, 0.26)
H (2.25, 3.46, 1.34)
H (3.99, 3.18, -3.72)
H (5.17, 1.88, -3.50)
H (4.76, 3.12, -2.26)
H (3.07, -0.34, -1.73)
H (3.83, 0.85, -0.58)
H (4.83, 0.17, -1.84)
H (0.45, 2.99, -6.01)
H (1.90, 3.84, -5.84)
H (0.65, 3.91, -4.56)
H (2.29, 1.64, -6.59)
H (1.92, 0.20, -5.44)
H (3.43, 0.92, -5.40)
H (-1.31, 3.15, -2.68)
H (-1.93, 4.81, -2.55)
H (-2.67, 3.39, -1.62)
H (-0.59, 4.55, 1.12)
H (-2.21, 3.93, 0.71)
H (-1.81, 5.63, 0.27)

Summary:
- HOMO level: -0.18892 hartree
- Total charge: 0
- Energy: -2665.89706 Ha
- Kohn-Sham gap: 5.32 eV

Entry 6:
A molecular structure, C28H43AlBBrCl5N2O7. Source: OMol25; level of theory: the ωB97M-V functional and the def2-TZVPD basis.

Element x y z (Å)
C (7.87, 1.17, 1.43)
C (7.27, 1.99, 0.59)
C (6.26, 1.55, -0.42)
C (4.89, 1.57, 0.18)
C (4.14, 2.75, 0.43)
B (4.64, 4.17, 0.03)
C (4.10, 5.43, 0.81)
O (5.51, 4.40, -0.99)
C (2.86, 2.68, 1.04)
C (2.25, 1.47, 1.41)
C (0.88, 1.31, 1.98)
C (0.11, 2.48, 2.54)
C (-0.99, 1.97, 3.47)
O (-1.63, 0.81, 2.90)
C (-1.47, -0.47, 3.42)
C (3.04, 0.32, 1.15)
C (4.28, 0.36, 0.56)
C (4.76, -1.03, 0.44)
O (5.78, -1.44, 0.06)
N (3.73, -1.91, 0.98)
Cl (2.97, -2.86, -0.29)
C (2.71, -1.06, 1.47)
O (1.78, -1.48, 2.05)
H (8.54, 1.52, 2.17)
H (7.71, 0.11, 1.37)
H (7.51, 3.04, 0.64)
H (6.29, 2.16, -1.30)
H (6.51, 0.54, -0.69)
H (4.82, 5.75, 1.55)
H (3.12, 5.39, 1.25)
H (4.03, 6.19, -0.03)
H (6.43, 4.44, -0.73)
H (2.31, 3.59, 1.18)
H (0.29, 0.81, 1.23)
H (0.99, 0.61, 2.78)
H (-0.37, 3.06, 1.77)
H (0.78, 3.12, 3.10)
H (-0.62, 1.77, 4.46)
H (-1.78, 2.69, 3.57)
H (-2.44, -0.95, 3.30)
H (-0.75, -1.05, 2.86)
H (-1.23, -0.53, 4.47)
Al (-2.80, -1.16, 1.41)
Br (5.22, 7.59, -0.53)
C (-2.49, -4.73, 2.98)
Cl (-0.94, -3.90, 2.92)
Cl (-2.49, -6.10, 4.07)
Cl (-3.73, -3.53, 3.41)
H (-2.71, -5.07, 1.98)
C (-9.67, -1.53, 0.50)
O (-8.87, -2.61, 0.04)
C (-7.85, -2.24, -0.85)
C (-6.50, -2.19, -0.18)
O (-6.43, -1.17, 0.80)
C (-6.59, -1.63, 2.13)
H (-10.28, -1.91, 1.32)
H (-9.05, -0.71, 0.87)
H (-10.32, -1.16, -0.29)
H (-8.07, -1.27, -1.31)
H (-7.82, -2.99, -1.65)
H (-5.73, -1.99, -0.93)
H (-6.28, -3.17, 0.27)
H (-5.70, -2.19, 2.43)
H (-7.47, -2.26, 2.24)
H (-6.69, -0.75, 2.76)
C (5.39, 5.02, -6.74)
C (5.85, 5.59, -5.41)
O (6.36, 6.67, -5.32)
C (5.63, 4.72, -4.19)
H (5.61, 5.73, -7.53)
H (5.92, 4.08, -6.94)
H (4.32, 4.81, -6.71)
H (6.16, 3.78, -4.29)
H (4.56, 4.51, -4.06)
H (5.99, 5.25, -3.31)
C (-5.20, -5.41, -3.32)
C (-3.86, -5.99, -2.91)
C (-3.64, -5.96, -1.39)
C (-3.63, -4.60, -0.87)
N (-3.65, -3.52, -0.48)
H (-5.29, -4.36, -3.04)
H (-5.33, -5.47, -4.40)
H (-6.03, -5.96, -2.86)
H (-3.05, -5.45, -3.39)
H (-3.78, -7.03, -3.23)
H (-2.70, -6.44, -1.12)
H (-4.44, -6.52, -0.88)
Cl (0.15, -3.22, -0.19)

Summary:
- HOMO level: -0.35664 hartree
- Total charge: +1
- Energy: -6870.63492 Ha
- Kohn-Sham gap: 1.42 eV

Q: What is the total charge in the third record?
A: -2